# 1
28
Properties=species:S:1:pos:R:3:forces:R:3 method="wB97M-V/def2-TZVPD" orbital_gap_ev=10.03 total_energy_ha=-445.858994 multiplicity=1
C -4.46185 0.80036 -0.25124 -2.6647 -1.2992 0.6514
C -4.97823 -0.01309 -1.26502 -1.4506 -0.3957 1.1531
C -5.92855 -1.03903 -1.00573 1.3189 -0.5633 1.5469
N -6.07828 -1.30563 0.31589 -2.3197 -0.7249 -1.8140
C -5.74687 -0.48321 1.28631 0.6705 -0.7624 0.5917
C -4.93365 0.59698 1.07419 2.9752 2.0745 -1.3191
H -4.01253 1.72573 -0.54554 0.8735 0.0922 0.0965
H -4.72027 0.31917 -2.19779 0.4126 0.2436 -2.6250
H -6.50178 -1.79408 -1.70500 1.6159 1.9221 1.1211
H -6.08824 -0.84319 2.25103 0.2018 0.4372 0.2441
H -4.35349 1.30602 1.72719 -1.6287 -1.0230 0.3533
C 1.77871 1.89783 -0.34406 -0.4687 0.3323 0.8166
C 2.36873 0.72332 0.47042 1.2803 2.5172 0.8962
C 3.41013 -0.01546 -0.29620 2.0241 0.9836 -0.5191
C 4.13836 -1.03709 0.55973 -1.6128 0.1898 2.4166
C 5.20794 -1.62122 -0.23053 1.9796 2.4507 -1.3430
H 2.36564 2.91835 -0.06467 -1.5538 -2.4517 -1.3230
H 1.66191 1.57219 -1.41771 0.7669 0.9559 0.8125
H 0.71614 1.93170 -0.02270 0.5391 0.8320 -0.0189
H 1.68122 -0.01295 0.76000 -1.6125 -0.8141 0.2726
H 2.72677 1.16100 1.47261 -0.0748 -0.7396 -1.4055
H 2.86182 -0.47647 -1.20247 1.2986 0.4849 1.1561
H 4.33021 0.65292 -0.62330 -2.2834 -0.6729 -0.0609
H 3.34634 -1.72797 0.90913 0.5617 -0.0424 0.3615
H 4.76116 -0.57038 1.47928 -2.2288 -0.6595 -1.6215
H 5.68560 -0.52500 -0.29187 0.4853 -2.7521 -1.1912
H 5.89215 -2.16568 0.42683 -0.0819 -0.6814 -0.9170
H 4.87091 -1.97512 -1.26876 0.9766 0.0660 1.6680


# 2
28
Properties=species:S:1:pos:R:3:forces:R:3 method="wB97M-V/def2-TZVPD" orbital_gap_ev=10.33 total_energy_ha=-445.907134 multiplicity=1
C -3.19083 -0.41408 0.81534 0.7895 1.3939 1.6677
C -1.86184 0.06318 0.05016 -1.0610 -2.8353 -1.7999
C -1.65348 -1.01364 -1.08184 -1.7460 -2.0290 2.1360
C -0.70524 0.16972 0.96916 1.0230 -0.3607 2.4217
C -1.91347 1.36454 -0.65552 0.0508 3.2375 -0.5909
H -4.14514 -0.32381 0.29422 0.3563 -0.1536 -0.7708
H -3.10479 -1.51506 1.17928 0.0193 2.1106 -0.2638
H -3.37043 0.39785 1.65683 0.5287 -2.0363 -0.9540
H -0.88874 -0.68762 -1.76304 0.0341 -0.0652 -0.6392
H -1.32510 -2.01872 -0.55963 -0.5077 1.7567 -1.1216
H -2.73032 -1.22873 -1.50093 2.3523 0.4535 0.1039
H 0.20626 0.72728 0.58666 -2.2436 -1.0745 0.7823
H -0.37417 -0.84687 1.39939 -0.4641 1.5120 -0.4178
H -1.14350 0.79670 1.75118 0.4808 -0.1837 0.7401
H -2.39430 2.17302 0.06463 0.6144 -1.3241 -1.8335
H -0.81778 1.74009 -0.82896 -2.0169 -0.6926 0.1645
H -2.36417 1.28436 -1.70867 0.1007 0.4926 1.7351
C 3.97617 -0.27709 0.36176 0.3768 0.3020 0.3884
C 3.56192 1.05078 0.17076 -1.0298 -1.1578 -0.3854
C 2.25282 1.22098 -0.32395 1.1129 0.1611 0.2288
N 1.40430 0.23191 -0.59722 1.7039 -0.2429 -1.4973
C 1.85097 -1.01762 -0.45815 0.8066 0.4553 0.1877
C 3.11892 -1.32289 0.03928 -0.3283 -0.3800 0.1751
H 4.95695 -0.50816 0.79699 -0.3841 0.2017 -0.2622
H 4.18251 1.90693 0.39216 0.0520 -0.0683 -0.0109
H 1.90385 2.23262 -0.50600 -0.2068 -0.0187 0.0711
H 1.19285 -1.80181 -0.77245 -0.4200 -0.3184 0.0266
H 3.37580 -2.38384 0.22854 0.0063 0.8641 -0.2818


# 3
28
Properties=species:S:1:pos:R:3:forces:R:3 method="wB97M-V/def2-TZVPD" orbital_gap_ev=9.44 total_energy_ha=-445.758816 multiplicity=1
C -0.82774 -1.02908 1.45800 -1.5250 2.7096 1.2916
C 0.45040 -1.21852 0.96707 1.0337 -0.7745 2.4623
C 0.83719 -2.57843 0.63113 2.1658 1.1132 1.4360
N 0.00297 -3.55071 0.66591 -2.0573 -0.9811 1.5484
C -1.24199 -3.34384 1.29754 1.0013 2.0129 -0.8890
C -1.72780 -2.07408 1.72530 0.7991 -4.0768 0.0921
H -1.35150 -0.01495 1.72115 1.8930 -1.4428 -0.6258
H 1.26036 -0.40460 0.85637 -1.8677 -1.7600 0.6157
H 1.96887 -2.79132 0.30791 -2.7244 0.3828 0.5404
H -1.83501 -4.22215 1.37614 -0.3683 -0.6035 0.1304
H -2.66325 -2.15575 2.40333 1.5828 1.0375 -1.5898
C 0.91080 -1.01631 -1.39831 -2.5017 -1.9720 -2.8337
C 0.43479 0.35600 -1.64705 -2.3994 1.5000 -1.9231
C 0.49277 1.30457 -0.48931 2.4711 1.3972 1.9398
C -0.30662 2.58871 -0.84994 8.7692 2.9224 0.1815
C -0.18551 3.64859 0.20331 0.0457 -3.3216 6.0483
H 1.71726 -1.07865 -0.68684 1.2938 0.0370 -1.6574
H 0.17158 -1.58460 -0.79523 0.0717 1.0315 -2.1107
H 0.82025 -1.56258 -2.42271 1.4250 0.5525 1.7181
H -0.63041 0.47007 -2.10533 1.3272 -1.1363 0.8045
H 0.99406 0.85785 -2.49094 -0.1129 -0.5054 0.9340
H 0.37807 0.96572 0.69494 -0.4894 1.2091 -3.6312
H 1.66670 1.47633 -0.57251 -2.0958 0.6040 0.9944
H -1.15576 2.42472 -1.28846 -5.2326 -0.9858 -1.9455
H 0.35038 3.17485 -1.65811 -1.2673 -1.8371 0.6534
H 0.75212 3.32556 0.97809 -1.7745 1.5881 -2.6445
H -0.35828 4.69369 0.10060 0.3819 0.6476 -0.7622
H -0.92471 3.33892 1.01795 0.1551 0.6514 -0.7778


# 4
31
Properties=species:S:1:pos:R:3:forces:R:3 method="wB97M-V/def2-TZVPD" orbital_gap_ev=8.47 total_energy_ha=-917.230147 multiplicity=1
C -2.53656 -4.16022 1.39777 -0.0632 0.5286 0.0096
C -2.98368 -2.85426 1.36504 -0.0408 -0.1159 0.0017
C -1.17470 -4.38418 1.47098 0.4417 -0.0011 -0.0252
C -0.19985 -3.39495 1.46633 0.4780 2.7007 -0.2534
C -2.06566 -1.81415 1.38820 -0.2546 0.0904 -0.0401
C -0.83641 0.34117 -1.44633 0.0302 -0.0062 0.2095
C 0.23745 2.58230 -1.14833 -0.0015 -0.0828 0.2325
C 1.64992 0.49637 -1.27094 -0.1310 0.0336 0.2279
C 1.70090 1.31181 1.77786 -0.4508 -0.1804 0.0230
C 0.32853 1.09502 -0.80311 -0.1143 -0.0065 0.3576
N -0.74273 -2.05157 1.38578 -0.4009 -0.4089 -0.0208
N 0.11143 -0.87293 1.38619 0.6558 0.2939 0.1411
O -2.55443 -0.55972 1.40186 0.1319 -0.2417 0.0131
P 0.03358 1.00142 1.06890 0.2001 -2.6150 -0.4924
H -3.24414 -4.97679 1.38244 -0.0621 -0.0617 0.0033
H -4.02974 -2.59487 1.34533 -0.0568 0.0574 -0.0026
H -0.79049 -5.39426 1.52678 -0.0910 -0.0766 -0.0035
H -1.79212 0.71648 -1.08075 -0.1162 -0.0069 -0.0324
H -0.81286 0.45874 -2.52848 0.0302 0.0615 -0.1170
H -0.77823 -0.72358 -1.22218 -0.0226 -0.0604 0.0037
H -0.70477 2.99470 -0.78552 -0.0459 0.1137 -0.0492
H 0.28081 2.72874 -2.22661 0.0403 0.0063 -0.0947
H 1.05449 3.14115 -0.68971 0.0427 0.0993 -0.0515
H 2.50642 1.06584 -0.91130 0.0502 -0.0017 -0.0022
H 1.74112 -0.53890 -0.93894 0.0664 -0.0389 -0.0180
H 1.68213 0.50048 -2.35998 0.0130 -0.0033 -0.1061
H 1.65051 1.08591 2.84108 0.0385 0.0382 0.0367
H 1.93246 2.37002 1.65824 0.0316 0.0218 -0.0574
H 2.47650 0.70591 1.31364 0.0176 -0.0009 -0.0278
H -1.84485 0.08154 1.56694 -0.1750 0.1739 0.0984
H 1.06631 -1.21498 1.34239 -0.2416 -0.3104 0.0363


# 5
34
Properties=species:S:1:pos:R:3:forces:R:3 method="wB97M-V/def2-TZVPD" orbital_gap_ev=7.82 total_energy_ha=-908.542395 multiplicity=1 total_charge=+2
Pd 0.05682 0.07339 -0.06880 -0.5795 -1.1093 0.1703
O 2.18774 -0.23130 0.40500 -0.4411 0.3418 0.3946
C 2.52250 0.80715 1.37955 0.2392 0.2053 0.2186
C 3.00168 2.06401 0.68441 -0.0380 -0.1241 -0.1129
C 2.07658 2.45796 -0.46993 0.2044 0.1596 0.0585
C 0.75002 2.96541 -0.02040 -0.4146 -0.0945 -0.0918
C 0.52425 4.30285 0.25386 0.0217 -0.0295 -0.0242
C -0.75157 4.73596 0.56527 -0.0355 0.1105 0.0223
C -1.78983 3.81871 0.60567 -0.0035 -0.0234 0.0075
C -1.51209 2.48902 0.38288 0.1677 0.1868 0.0797
N -0.26599 2.07789 0.07905 0.4324 -0.2118 0.0441
H 2.96950 -0.38648 -0.14318 -0.1778 -0.0309 -0.2846
H 3.26975 0.43988 2.08115 0.0030 -0.1987 -0.0943
H 1.59803 0.97116 1.93141 0.0116 0.0309 0.0511
H 4.00509 1.92788 0.27441 0.0375 -0.1048 0.1348
H 3.07046 2.84489 1.44445 0.0222 0.1005 -0.1125
H 1.90190 1.59778 -1.11636 0.1536 0.0604 -0.1832
H 2.56577 3.21064 -1.08638 -0.0579 0.0615 0.0343
H 1.35240 4.99630 0.19487 -0.0165 0.0082 -0.0428
H -0.93952 5.78315 0.76247 0.0085 -0.0018 -0.0096
H -2.80560 4.12132 0.81417 0.0079 -0.0136 0.0461
H -2.27655 1.73599 0.45161 -0.0535 0.0352 -0.0291
C -4.22074 -2.89727 -0.03991 -0.0491 -0.1218 -0.0027
O -3.63198 -1.56782 -0.08526 0.0230 0.1129 0.0055
C -2.35861 -1.38775 -0.09178 -0.1550 -0.0745 -0.0207
O -1.92595 -0.20976 -0.10771 0.0562 0.3017 -0.1604
N -1.50735 -2.42241 -0.07810 -0.0012 -0.2010 0.0173
N -0.13820 -2.12148 -0.09536 0.5705 0.6154 -0.1395
H -5.29037 -2.72935 -0.04652 -0.0092 0.0324 -0.0007
H -3.93614 -3.40176 0.88245 0.0323 0.0373 0.0137
H -3.93799 -3.46556 -0.92528 0.0290 0.0429 -0.0205
H -1.80686 -3.38624 -0.08953 0.0359 -0.0313 0.0005
H 0.29301 -2.49788 -0.93786 -0.0188 -0.0727 -0.0186
H 0.32505 -2.52490 0.71647 -0.0056 0.0005 0.0491


# 6
34
Properties=species:S:1:pos:R:3:forces:R:3 method="wB97M-V/def2-TZVPD" orbital_gap_ev=9.80 total_energy_ha=-856.445493 multiplicity=1
N -5.05569 -0.59363 -0.89081 -2.8474 -5.1947 3.3577
C -4.19949 -0.48238 0.12954 1.8208 -0.7155 1.5399
O -4.00789 -1.25578 1.08699 -1.3970 0.3460 -1.5793
C -3.27648 0.66264 0.06829 1.7574 2.8951 -0.7914
C -1.91482 0.42298 -0.61711 -2.0418 -0.5638 -2.6873
C -1.15493 -0.62485 0.02550 2.8551 -1.9541 -0.8426
N -0.95259 -0.55531 1.44390 0.1807 -0.0466 0.5538
C 0.27040 -0.65767 -0.62416 1.0461 -0.0094 1.2035
O 0.52629 -1.54159 -1.40813 -0.0932 -0.3311 -0.8334
N 1.35580 0.12486 -0.16722 -0.0928 -3.2950 -3.4616
C 1.40563 1.18818 0.72668 -0.2538 1.6583 0.7983
C 2.65459 1.96768 0.30188 0.9524 0.6864 -0.2939
C 3.56112 1.02240 -0.48941 0.7276 -2.2719 -0.0157
C 2.71308 -0.29923 -0.74969 -0.6228 1.6298 1.9336
C 3.21470 -1.49310 0.06200 0.0377 -0.1233 -2.9397
O 4.02707 -2.34218 -0.33872 -1.4369 2.0700 1.1763
O 2.66058 -1.55956 1.28484 3.6117 -1.8484 -0.1033
H -5.02590 -0.07851 -1.67304 0.2572 2.3620 -3.0047
H -5.74878 -1.42559 -0.86941 1.8278 2.0314 -0.1231
H -3.62938 1.59498 -0.40498 -0.6011 -0.4773 0.1527
H -2.97762 0.94122 1.06798 -0.3745 -0.0194 0.5196
H -1.26890 1.25662 -0.76678 -0.1215 1.4698 0.5425
H -2.05679 0.08876 -1.70549 -0.0791 0.2810 1.2726
H -1.48306 -1.60892 -0.33382 -0.3650 0.0705 0.3828
H 0.03388 -0.90138 1.55502 -1.9115 -0.1494 1.0731
H -1.75784 -1.03017 1.92050 1.6332 0.2906 -0.2679
H 0.52194 1.78128 0.60639 -0.5275 0.7845 -0.4679
H 1.23576 0.92147 1.75586 1.0436 -0.4808 0.7763
H 2.31246 2.77085 -0.37783 0.3530 -0.1662 0.5206
H 3.35324 2.36108 1.06420 -1.1821 0.2563 0.0856
H 3.95189 1.39154 -1.46172 -0.3954 -0.0184 0.7541
H 4.44739 0.67347 0.11154 -0.6542 0.7392 -0.5182
H 2.78288 -0.54128 -1.79027 -0.7936 -0.2523 -0.4427
H 3.48146 -2.17885 1.45749 -2.3130 0.3468 1.7297